{
  "formula": "C25H31N3O6S",
  "method": "ωB97M-V/def2-TZVPD",
  "total_energy_ev": -54016.963,
  "relative_energy_kcal_mol": 54.6,
  "smiles": "COc1ccc(/C=C/C(=O)Nc2cc(S(=O)(=O)N3CCOCC3)ccc2N2CCCC2)cc1OC",
  "spin_multiplicity": 1,
  "e_homo_ev": -7.73,
  "gap_ev": 8.104,
  "lumo_ev": 0.37,
  "elements": ["C", "O", "C", "C", "C", "C", "C", "C", "C", "O", "N", "C", "C", "C", "S", "O", "O", "N", "C", "C", "O", "C", "C", "C", "C", "C", "N", "C", "C", "C", "C", "C", "C", "O", "C", "H", "H", "H", "H", "H", "H", "H", "H", "H", "H", "H", "H", "H", "H", "H", "H", "H", "H", "H", "H", "H", "H", "H", "H", "H", "H", "H", "H", "H", "H", "H"],
  "positions_angstrom": [[7.178, 0.036, 0.172], [6.746, -0.803, -0.871], [5.411, -0.908, -1.102], [4.419, -0.248, -0.393], [3.082, -0.431, -0.699], [2.706, -1.276, -1.738], [1.319, -1.488, -2.094], [0.279, -1.353, -1.261], [-1.096, -1.534, -1.737], [-1.395, -2.057, -2.797], [-2.095, -1.115, -0.893], [-1.995, -0.333, 0.269], [-1.136, 0.754, 0.275], [-1.035, 1.571, 1.381], [0.170, 2.882, 1.371], [1.286, 2.443, 0.581], [0.407, 3.292, 2.726], [-0.446, 4.230, 0.592], [-0.611, 4.141, -0.838], [-2.073, 3.784, -1.197], [-2.764, 3.314, -0.062], [-2.883, 4.305, 0.934], [-1.506, 4.923, 1.276], [-1.843, 1.359, 2.478], [-2.720, 0.294, 2.481], [-2.793, -0.611, 1.409], [-3.633, -1.692, 1.462], [-4.525, -1.893, 2.592], [-5.144, -3.262, 2.337], [-3.970, -4.019, 1.727], [-3.359, -2.966, 0.802], [3.707, -1.920, -2.479], [5.042, -1.762, -2.170], [6.077, -2.364, -2.821], [5.779, -3.216, -3.898], [6.883, 1.076, 0.002], [6.792, -0.295, 1.142], [8.264, -0.035, 0.173], [4.675, 0.428, 0.407], [2.343, 0.133, -0.149], [1.111, -1.783, -3.116], [0.423, -1.115, -0.219], [-3.028, -1.308, -1.229], [-0.535, 0.969, -0.594], [-0.331, 5.103, -1.284], [0.093, 3.383, -1.179], [-2.119, 2.976, -1.928], [-2.593, 4.664, -1.605], [-3.319, 3.792, 1.793], [-3.579, 5.088, 0.594], [-1.470, 5.977, 0.980], [-1.285, 4.849, 2.340], [-1.758, 2.015, 3.330], [-3.340, 0.146, 3.349], [-3.970, -1.913, 3.540], [-5.267, -1.092, 2.634], [-5.958, -3.184, 1.616], [-5.522, -3.720, 3.249], [-4.269, -4.914, 1.186], [-3.260, -4.300, 2.506], [-2.289, -3.117, 0.655], [-3.858, -3.009, -0.172], [3.406, -2.565, -3.290], [6.740, -3.579, -4.259], [5.268, -2.682, -4.706], [5.167, -4.067, -3.583]]
}

=====

{
  "formula": "C25H32B2N4O18Pb",
  "method": "ωB97M-V/def2-TZVPD",
  "total_energy_ev": -75870.234,
  "relative_energy_kcal_mol": 0.0,
  "spin_multiplicity": 1,
  "e_homo_ev": -1.49,
  "gap_ev": 4.957,
  "lumo_ev": 3.47,
  "charge": -2,
  "elements": ["Pb", "O", "C", "O", "B", "O", "C", "O", "O", "C", "O", "C", "O", "O", "O", "C", "O", "B", "O", "C", "O", "O", "C", "O", "C", "O", "O", "O", "H", "C", "O", "H", "H", "H", "C", "C", "C", "C", "N", "H", "H", "H", "H", "H", "H", "H", "C", "C", "C", "C", "N", "H", "H", "H", "H", "H", "H", "H", "C", "C", "C", "C", "N", "H", "H", "H", "H", "H", "H", "H", "C", "C", "C", "C", "N", "H", "H", "H", "H", "H", "H", "H"],
  "positions_angstrom": [[20.924, -22.624, -29.808], [22.635, -22.706, -27.534], [23.269, -23.123, -26.613], [24.481, -22.704, -26.229], [24.962, -23.660, -25.217], [23.786, -24.490, -24.834], [22.815, -24.268, -25.684], [21.775, -24.871, -25.757], [25.441, -23.079, -23.974], [26.703, -23.396, -23.713], [27.333, -23.124, -22.741], [27.052, -24.453, -24.801], [26.021, -24.593, -25.609], [28.101, -25.019, -24.881], [28.706, -22.228, -26.922], [28.171, -22.790, -27.851], [27.186, -22.336, -28.568], [26.780, -23.386, -29.559], [27.830, -24.421, -29.443], [28.611, -24.160, -28.406], [29.506, -24.854, -28.011], [26.632, -22.756, -30.913], [25.360, -22.817, -31.260], [24.878, -22.339, -32.244], [24.578, -23.531, -30.136], [25.469, -23.937, -29.250], [23.394, -23.708, -30.107], [21.462, -22.249, -32.103], [20.516, -22.041, -32.155], [22.835, -19.288, -29.366], [22.423, -20.557, -29.794], [21.999, -18.625, -29.068], [23.628, -19.296, -28.605], [23.229, -18.872, -30.308], [22.656, -28.162, -30.381], [22.619, -28.472, -28.851], [22.545, -27.217, -27.962], [21.671, -26.218, -28.504], [21.016, -25.397, -28.959], [21.670, -28.053, -30.825], [23.306, -28.924, -30.807], [23.149, -27.202, -30.557], [23.586, -28.930, -28.656], [21.755, -29.129, -28.761], [23.531, -26.867, -27.651], [22.167, -27.457, -26.960], [21.821, -20.716, -24.425], [20.794, -21.783, -24.014], [19.451, -21.683, -24.747], [19.587, -22.105, -26.144], [19.759, -22.480, -27.215], [22.141, -20.838, -25.461], [22.740, -20.730, -23.838], [21.423, -19.709, -24.270], [20.577, -21.681, -22.949], [21.251, -22.755, -24.191], [19.072, -20.661, -24.794], [18.827, -22.388, -24.200], [16.909, -17.824, -28.276], [18.396, -17.478, -28.492], [19.379, -18.615, -28.190], [19.171, -19.768, -29.075], [18.993, -20.689, -29.734], [16.234, -17.080, -28.697], [16.662, -17.743, -27.211], [16.712, -18.857, -28.562], [18.634, -16.740, -27.723], [18.556, -17.089, -29.495], [19.392, -18.850, -27.128], [20.371, -18.265, -28.491], [16.879, -27.087, -30.468], [16.197, -25.770, -30.096], [16.429, -24.684, -31.191], [17.781, -24.113, -31.088], [18.854, -23.714, -31.028], [17.932, -26.852, -30.266], [16.802, -27.390, -31.508], [16.664, -27.892, -29.766], [16.594, -25.334, -29.180], [15.129, -25.950, -29.952], [15.691, -23.888, -31.092], [16.263, -25.105, -32.183]]
}

=====

{
  "formula": "C25H32BMoN5Si",
  "method": "ωB97M-V/def2-TZVPD",
  "total_energy_ev": -44289.855,
  "s2": 2.02,
  "spin_multiplicity": 3,
  "e_homo_ev": [-14.50, -14.50],
  "gap_ev": [7.180, 6.998],
  "lumo_ev": [-7.32, -7.50],
  "charge": 2,
  "elements": ["Mo", "C", "Si", "C", "N", "C", "C", "C", "C", "C", "C", "C", "C", "C", "C", "C", "C", "C", "C", "C", "C", "C", "H", "H", "H", "H", "H", "H", "H", "H", "H", "H", "H", "H", "H", "H", "H", "H", "H", "H", "H", "H", "H", "H", "H", "H", "B", "N", "C", "C", "C", "N", "N", "C", "C", "C", "N", "H", "H", "H", "H", "H", "H", "H", "H"],
  "positions_angstrom": [[0.054, 1.245, -0.054], [1.680, 0.335, -0.874], [0.988, -1.398, -0.455], [-0.931, -1.242, -0.766], [-1.563, 0.133, -0.726], [-2.679, 0.338, 0.283], [-4.067, 0.228, -0.353], [-4.046, -0.787, -1.490], [-3.145, -0.282, -2.623], [-2.001, 0.589, -2.092], [1.215, -1.554, 1.370], [0.307, -2.299, 2.142], [0.518, -2.498, 3.498], [1.654, -1.969, 4.105], [2.578, -1.252, 3.358], [2.358, -1.046, 2.003], [1.614, -2.783, -1.466], [1.420, -2.814, -2.851], [1.916, -3.864, -3.605], [2.613, -4.892, -2.978], [2.812, -4.872, -1.605], [2.315, -3.820, -0.846], [1.718, 0.575, -1.946], [2.677, 0.461, -0.452], [-1.431, -1.876, -0.037], [-1.108, -1.671, -1.754], [-2.544, 1.330, 0.728], [-2.531, -0.400, 1.070], [-4.388, 1.202, -0.728], [-4.770, -0.052, 0.429], [-5.050, -0.963, -1.870], [-3.690, -1.751, -1.117], [-3.719, 0.346, -3.307], [-2.757, -1.109, -3.217], [-2.303, 1.632, -1.989], [-1.132, 0.550, -2.753], [-0.567, -2.754, 1.686], [-0.187, -3.078, 4.079], [1.825, -2.133, 5.161], [3.469, -0.858, 3.828], [3.100, -0.492, 1.442], [0.884, -2.015, -3.356], [1.766, -3.883, -4.676], [3.003, -5.712, -3.566], [3.354, -5.675, -1.125], [2.478, -3.815, 0.226], [0.248, 4.548, 1.480], [0.311, 3.187, 2.291], [0.308, 3.171, 3.610], [0.077, 1.874, 4.080], [-0.031, 1.112, 2.954], [0.116, 1.907, 1.848], [0.460, 4.290, -0.063], [0.715, 5.244, -0.939], [0.705, 4.720, -2.238], [0.425, 3.395, -2.070], [0.275, 3.125, -0.735], [1.144, 5.243, 1.867], [-0.844, 5.027, 1.637], [0.435, 4.096, 4.152], [0.008, 1.550, 5.104], [-0.185, 0.050, 2.854], [0.892, 6.252, -0.596], [0.888, 5.247, -3.158], [0.346, 2.611, -2.806]]
}

=====

{
  "formula": "C25H32Br2ClIrN6OS2",
  "method": "ωB97M-V/def2-TZVPD",
  "total_energy_ev": -214529.207,
  "s2": 6.06,
  "relative_energy_kcal_mol": 74.1,
  "spin_multiplicity": 5,
  "e_homo_ev": [-12.47, -12.47],
  "gap_ev": [6.335, 3.268],
  "lumo_ev": [-6.13, -9.20],
  "charge": 2,
  "elements": ["Ir", "C", "S", "C", "S", "N", "N", "C", "C", "C", "C", "C", "C", "N", "H", "H", "H", "H", "H", "H", "H", "H", "Br", "C", "Br", "H", "H", "C", "C", "C", "C", "C", "O", "C", "C", "C", "C", "C", "C", "Cl", "C", "C", "C", "N", "C", "N", "C", "N", "H", "H", "H", "H", "H", "H", "H", "H", "H", "H", "H", "H", "H", "H", "H", "H", "H", "H", "H", "H", "H", "H"],
  "positions_angstrom": [[0.499, 0.426, 0.084], [-1.140, 1.314, -5.293], [-0.211, 2.367, -4.166], [-0.138, 1.380, -2.764], [0.783, 2.094, -1.428], [-0.691, 0.205, -2.690], [-0.488, -0.385, -1.493], [-0.865, -1.661, -1.330], [-0.510, -2.247, -0.106], [-0.835, -3.546, 0.370], [-0.674, -3.984, 1.651], [-0.078, -3.361, 2.832], [0.751, -2.315, 2.867], [0.119, -1.358, 0.723], [-1.218, 1.885, -6.216], [-2.132, 1.117, -4.896], [-0.606, 0.386, -5.476], [-1.394, -2.151, -2.136], [-1.311, -4.217, -0.334], [-1.054, -4.978, 1.853], [-0.269, -3.898, 3.751], [2.435, -1.966, 3.933], [1.073, 3.787, 1.826], [-0.818, 3.675, 1.589], [-1.503, 1.848, 1.510], [-1.105, 4.160, 0.665], [-1.292, 4.115, 2.457], [4.000, -2.345, 5.930], [3.365, -3.694, 5.565], [4.027, -4.779, 6.431], [3.704, -4.069, 4.108], [1.812, -3.689, 5.839], [1.189, -4.785, 5.169], [1.525, -3.808, 7.353], [0.065, -3.585, 7.800], [-0.926, -4.525, 7.193], [-1.990, -4.055, 6.401], [-2.883, -4.925, 5.825], [-2.731, -6.305, 6.046], [-3.822, -7.387, 5.328], [-1.705, -6.800, 6.871], [-0.825, -5.915, 7.435], [1.088, -2.411, 5.395], [1.432, -1.808, 4.064], [1.197, -1.566, 1.660], [1.515, -0.139, 1.873], [1.367, 0.315, 3.119], [1.285, -0.346, 4.237], [5.083, -2.453, 5.983], [3.668, -1.974, 6.900], [3.808, -1.553, 5.199], [5.076, -4.871, 6.152], [3.578, -5.765, 6.282], [3.995, -4.541, 7.493], [4.776, -4.259, 4.039], [3.515, -3.303, 3.350], [3.182, -4.969, 3.791], [1.492, -5.608, 5.570], [2.162, -3.122, 7.911], [1.827, -4.810, 7.664], [-0.248, -2.552, 7.642], [0.051, -3.736, 8.885], [-2.122, -2.988, 6.261], [-3.706, -4.570, 5.221], [-1.634, -7.862, 7.056], [-0.045, -6.287, 8.089], [1.321, -1.608, 6.089], [0.011, -2.550, 5.387], [2.050, -2.077, 1.192], [1.316, 1.392, 3.245]]
}